(1)
110
Properties=species:S:1:pos:R:3:forces:R:3:mulliken_charge:R:1 method="wB97M-V/def2-TZVPD" orbital_gap_ha=0.254 fmax_ev_per_a=8.280 homo_energy_ev=-10.28 total_charge=+1 e_above_lowest_kcal_mol=309.01
C 5.353687 0.595042 3.251304 -0.04 -0.73 -1.27 -0.721
C 5.273963 -0.462940 1.977629 -0.40 1.42 -0.93 -0.686
C 3.714669 -0.929286 1.636045 0.65 -0.95 -0.89 -0.011
C 3.100263 -1.993565 2.746849 1.55 1.90 0.75 -0.440
N 3.112385 -3.384210 2.160247 2.09 1.30 2.00 -0.459
N 1.853137 -3.846823 1.814007 -2.88 -1.22 0.42 0.670
C 1.029857 -2.902828 0.965992 -1.56 2.51 -1.98 -0.862
C 1.039606 -4.234967 3.066791 -2.80 0.49 2.02 -0.694
C -0.255397 -5.184130 2.737827 0.04 -1.44 1.05 -0.414
C -1.527639 -4.984148 3.781000 -0.48 -0.18 -0.73 -0.682
C -2.739167 -4.257284 2.931839 -0.03 0.70 0.61 0.133
C -4.230614 -4.418324 3.593294 -0.15 -0.22 -1.01 -0.669
C -5.363178 -4.216332 2.394368 -0.83 -0.54 0.75 -0.495
C -6.245219 -2.841800 2.536703 -1.08 -0.35 -0.82 -0.679
C -5.966559 -1.738085 1.319673 -1.48 0.17 0.62 -0.642
Si -4.245537 -0.881182 1.423066 0.26 0.00 -0.67 0.182
C -3.705860 -0.642364 3.256179 0.21 -0.50 1.60 -0.922
C -3.015086 -1.995849 0.382536 0.74 -0.66 -0.45 -0.161
C -4.185123 0.870784 0.552372 0.38 3.79 -1.46 0.234
C -3.125731 1.955062 1.250867 -1.96 1.73 -3.58 -0.273
C -2.906960 3.455682 0.625418 -2.66 -3.28 -1.79 -0.445
C -3.754950 3.877312 -0.727224 -0.44 -3.77 1.87 -0.406
C -4.823894 2.795766 -1.386861 2.01 -0.92 2.64 -0.410
C -5.065943 1.262463 -0.775425 3.36 3.39 2.01 -0.262
P 2.151723 -5.409392 0.930708 3.88 -7.21 -1.24 0.836
O 2.509232 -6.610070 1.914283 -1.84 5.29 -3.46 -0.632
O 3.640333 -5.110328 0.007974 -4.72 1.21 0.64 -0.496
O 0.929455 -5.780893 -0.250997 2.13 0.89 2.47 -0.499
H 6.411397 0.465640 3.738139 -2.27 0.43 -0.64 0.284
H 4.455373 0.317231 3.956847 2.01 0.90 -1.01 0.218
H 5.249550 1.685287 2.785419 0.08 -2.36 1.38 0.195
H 5.619428 0.170835 1.027192 -0.68 -1.58 1.94 0.257
H 6.023675 -1.357241 2.063183 -1.72 1.50 0.01 0.412
H 3.008098 -0.027415 1.397800 1.41 -1.56 0.78 -0.069
H 3.800589 -1.552447 0.621482 -0.27 1.34 2.12 0.106
H 2.087691 -1.655586 3.224410 1.83 -0.75 -1.03 0.138
H 3.893323 -2.001843 3.639204 -1.83 -0.14 -1.89 0.412
H 3.515058 -4.025192 2.899985 -0.80 0.60 -1.33 0.378
H 0.081268 -3.417805 0.455994 2.43 0.74 1.31 0.379
H 0.570711 -1.984913 1.575937 1.33 -2.26 -0.98 0.332
H 1.701345 -2.413093 0.122847 -1.25 -1.28 1.81 0.348
H 1.704976 -4.694175 3.916448 -1.01 0.68 -2.15 0.273
H 0.599460 -3.220677 3.517157 1.15 -2.06 -1.17 0.360
H 0.106562 -6.308985 2.902086 -0.69 2.51 -0.72 0.458
H -0.696990 -5.068845 1.660473 1.13 -0.09 2.02 0.179
H -1.871457 -6.058739 4.145711 0.73 2.32 -0.78 0.367
H -1.258688 -4.351061 4.733919 -0.43 -1.21 -1.90 0.320
H -2.446599 -3.103317 2.879369 -0.74 -2.40 -0.06 -0.405
H -2.829835 -4.644877 1.809702 0.50 0.57 2.54 0.216
H -4.346095 -5.521439 3.998714 0.33 2.31 -0.66 0.354
H -4.474976 -3.643161 4.448496 0.75 -1.70 -1.64 0.281
H -4.922170 -4.286838 1.312714 -0.64 0.15 2.12 0.352
H -6.110635 -5.140155 2.500765 1.58 2.07 -0.31 0.365
H -6.156320 -2.343685 3.604486 -0.02 -1.02 -2.26 0.317
H -7.387385 -3.168453 2.421794 2.46 0.82 0.32 0.322
H -6.122104 -2.208918 0.245217 0.20 0.81 2.26 0.339
H -6.790311 -0.892367 1.472758 1.62 -1.74 -0.51 0.346
H -4.177827 -1.484419 3.952504 0.99 1.78 -1.53 0.192
H -4.146526 0.375926 3.629496 1.11 -1.83 -0.54 0.418
H -2.528442 -0.731960 3.431966 -2.53 0.55 -0.40 0.208
H -3.345893 -3.121431 0.333682 0.59 2.22 0.05 0.246
H -3.039150 -1.555902 -0.707532 0.35 -0.92 2.06 0.488
H -1.916103 -1.988097 0.842741 -2.19 0.16 -1.18 -0.607
H -2.514956 1.654373 2.208458 -1.42 0.60 -2.13 0.187
H -2.125794 4.162320 1.139166 -1.79 -1.40 -1.24 0.327
H -3.579924 4.950689 -1.208283 -0.57 -2.68 1.12 0.367
H -5.402975 3.120896 -2.354231 1.25 -0.70 2.15 0.287
H -5.816631 0.493970 -1.280630 1.81 1.94 1.23 0.256
H 3.430905 -4.404290 -0.692993 0.60 -1.37 1.18 0.361
H 0.692318 -6.754181 -0.266382 0.67 1.27 0.47 0.378
C 6.108336 4.059509 -2.554153 0.10 -0.11 -0.17 -1.271
C 4.596818 4.215809 -2.620427 -0.03 0.20 0.03 -0.220
C 3.998872 4.816503 -1.345814 -0.18 -0.02 -0.04 -0.814
C 4.195320 3.978986 -0.076877 0.19 -0.01 0.00 -1.081
C 3.638882 2.554522 -0.145178 0.05 0.10 0.12 0.768
C 2.132299 2.510202 -0.343455 -0.06 -0.16 -0.09 -0.873
H 6.410441 3.376036 -1.755929 0.02 0.07 -0.04 0.268
H 6.486898 3.654093 -3.498236 0.04 0.07 0.15 0.390
H 6.591618 5.026947 -2.383056 -0.02 -0.13 0.02 0.308
H 4.136454 3.247810 -2.842114 -0.04 0.03 0.02 0.185
H 4.350421 4.872846 -3.463458 -0.03 -0.11 0.11 0.404
H 2.927745 4.989526 -1.507237 0.09 0.00 0.05 0.270
H 4.439991 5.806588 -1.178007 -0.03 -0.10 -0.02 0.421
H 3.724455 4.505059 0.762460 0.01 -0.06 -0.05 0.425
H 5.263898 3.927090 0.164487 -0.09 0.03 -0.03 0.402
H 3.881705 2.041514 0.793504 0.07 0.05 -0.06 -0.498
H 4.132438 1.985956 -0.941092 0.02 0.06 0.02 0.293
H 1.616944 3.030067 0.469951 0.00 0.00 -0.09 0.351
H 1.783561 1.471058 -0.356621 -0.10 0.11 -0.03 0.333
H 1.835207 2.970059 -1.290084 0.00 -0.07 0.16 -0.098
C -0.310848 4.566699 -7.263466 0.09 0.20 -0.06 -1.252
C 0.411487 3.696093 -6.246714 0.01 -0.18 -0.08 -0.260
C -0.439634 2.526976 -5.744946 0.08 -0.06 0.12 -0.757
C -1.718285 2.925373 -4.998918 -0.07 0.12 -0.11 -0.895
C -1.505048 3.817804 -3.773568 -0.14 -0.07 -0.06 -0.231
C -0.678557 3.151530 -2.685421 0.09 0.16 0.16 -0.809
H -1.202051 5.034341 -6.836111 0.05 -0.04 -0.07 0.295
H 0.349809 5.368151 -7.610126 -0.15 -0.08 -0.02 0.385
H -0.613396 3.976606 -8.134688 -0.02 0.08 0.09 0.293
H 0.749616 4.313328 -5.408388 -0.02 -0.06 0.01 0.165
H 1.317293 3.291385 -6.714514 -0.07 0.04 0.10 0.405
H 0.179097 1.893799 -5.097207 -0.07 0.03 -0.04 0.302
H -0.719598 1.898223 -6.598939 0.03 0.06 0.05 0.413
H -2.237319 2.010872 -4.687077 0.03 0.06 0.02 0.378
H -2.400306 3.435327 -5.690006 0.08 -0.07 0.04 0.347
H -2.486411 4.075537 -3.356718 0.11 -0.02 -0.08 0.138
H -1.037529 4.765208 -4.063733 -0.03 -0.07 -0.04 0.311
H -1.155427 2.227314 -2.344979 0.04 0.05 0.01 0.182
H -0.580688 3.820507 -1.822576 0.01 -0.17 -0.05 0.385
H 0.330094 2.911775 -3.033239 -0.06 0.00 -0.01 0.213


(2)
129
Properties=species:S:1:pos:R:3:forces:R:3:mulliken_charge:R:1 method="wB97M-V/def2-TZVPD" smiles="CCOS(C)(=O)=O.CCOS(C)(=O)=O.CCOS(C)(=O)=O.O=C1CCCO1.O=C1CCCO1.O=C1CCCO1.CNC(C)=O.CNC(C)=O.CNC(C)=O.CNC(C)=O" orbital_gap_ha=0.322 fmax_ev_per_a=3.986 homo_energy_ev=-8.70 e_above_lowest_kcal_mol=48.52
C 0.948121 -3.611161 1.490279 2.01 0.10 0.61 -0.842
C 1.439111 -2.957701 2.792639 -1.59 0.59 0.10 -0.344
O 2.844171 -2.789101 2.762669 1.51 1.35 1.34 -0.273
S 3.603071 -1.804151 3.949839 -0.95 0.03 -1.45 1.163
C 3.918951 -3.133441 5.204469 -0.39 1.03 -0.15 -1.048
O 4.861731 -1.444901 3.316719 -1.63 -0.45 1.04 -0.548
O 2.641771 -0.770141 4.371299 1.86 -2.29 -0.36 -0.587
H 1.172401 -3.035611 0.592209 -0.71 0.63 0.19 -0.054
H -0.087399 -3.926291 1.618649 0.19 -0.11 -0.37 0.164
H 1.698471 -4.391371 1.362439 -0.64 -1.02 -0.04 0.600
H 0.901431 -2.024391 2.959809 0.34 0.28 -0.07 0.295
H 1.151221 -3.584491 3.636649 0.12 -0.39 0.11 0.409
H 4.246341 -2.765451 6.176839 0.12 0.63 -0.29 0.396
H 4.714941 -3.756831 4.797199 -0.45 -0.11 -0.19 0.323
H 2.953941 -3.598911 5.404939 0.16 -0.33 -0.43 0.335
C 4.136621 -1.578941 -0.068041 0.53 0.09 -0.47 -0.544
C 5.171001 -0.467081 -0.222431 -1.02 0.51 0.57 0.002
O 6.157031 -0.932361 -1.141681 2.17 0.05 -0.37 -0.376
S 7.721731 -0.412361 -1.059401 0.50 -0.94 -0.20 1.151
C 7.629941 1.274169 -1.931821 -0.94 -1.72 1.16 -0.689
O 8.066451 -0.186421 0.334819 -0.46 0.01 -1.49 -0.620
O 8.487761 -1.415071 -1.813021 -1.51 2.00 0.90 -0.629
H 4.519861 -2.309241 0.644609 -0.20 -0.14 -0.18 0.145
H 4.019031 -2.014161 -1.060441 -0.19 -0.34 0.05 0.491
H 3.159801 -1.228211 0.265019 0.14 0.13 0.10 -0.289
H 4.749431 0.438389 -0.658901 -0.17 0.10 0.24 -0.088
H 5.556771 -0.237021 0.770719 0.46 0.14 -0.22 0.662
H 6.815171 1.190839 -2.651061 0.38 -0.12 -0.27 0.105
H 8.582461 1.600129 -2.349611 -0.15 -0.25 0.27 0.415
H 7.228981 1.861459 -1.105731 0.39 0.41 -0.09 0.294
C -3.089189 3.876489 -0.132371 0.08 0.64 0.47 -0.320
C -3.334909 3.516089 -1.599211 0.11 -1.50 2.18 0.057
O -4.249889 4.492879 -2.044341 -1.82 0.97 -1.37 -0.404
S -5.887309 4.251719 -2.072271 0.29 -0.43 0.38 1.133
C -6.003219 3.116089 -3.496501 -0.06 0.69 0.98 -0.893
O -6.289099 3.558139 -0.838361 0.63 1.27 -2.16 -0.527
O -6.509139 5.506029 -2.493731 1.36 -1.91 0.99 -0.615
H -2.276089 3.407189 0.421459 0.11 -0.31 -0.47 -0.400
H -3.998579 3.775829 0.460069 -0.13 -0.44 -0.17 0.205
H -2.895099 4.947299 -0.070721 0.27 0.14 -0.25 0.513
H -2.422089 3.386509 -2.180661 -0.06 1.14 -0.41 0.522
H -3.737989 2.504769 -1.652641 -0.60 -0.10 0.07 -0.188
H -7.069329 3.121009 -3.723411 0.14 -0.16 -0.21 0.399
H -5.647329 2.126199 -3.210931 -0.05 0.14 -0.01 0.242
H -5.394989 3.565709 -4.281351 -0.21 -0.10 0.00 0.340
O -5.620719 1.692469 2.499999 0.94 -0.85 -1.21 -0.618
C -5.614719 0.807389 1.667219 -1.53 1.58 1.35 0.272
C -6.562209 -0.363931 1.720139 0.36 -0.66 -0.58 -0.520
C -6.081969 -1.212911 0.560239 -0.63 -0.52 -1.24 -0.403
C -5.194419 -0.253481 -0.357321 -1.96 -1.28 1.12 -0.062
O -4.920629 0.847419 0.507969 0.94 0.08 0.28 0.170
H -6.617079 -0.858351 2.689999 0.51 0.11 -0.01 0.313
H -7.597469 -0.086931 1.521119 0.17 0.72 0.04 0.292
H -5.625899 -2.160271 0.847659 0.59 0.37 0.00 -0.161
H -6.972389 -1.526361 0.015259 0.13 -0.07 -0.36 0.473
H -4.368919 -0.822621 -0.784791 0.57 0.56 0.57 0.174
H -5.770519 0.142019 -1.193851 -0.16 0.00 0.03 0.234
O -1.365839 -0.439511 2.647549 -0.30 -0.39 0.72 -0.746
C -1.008649 -0.224701 1.520449 -3.32 1.71 1.41 0.035
C -1.862779 0.431609 0.413419 1.16 0.41 1.49 2.604
C -0.811039 0.847519 -0.566691 -0.23 0.39 -0.71 -0.737
C 0.212621 -0.170671 -0.286451 1.75 -2.06 -1.77 0.247
O 0.152011 -0.523021 1.098999 2.62 -0.11 -0.99 -0.036
H -2.442939 -0.445301 0.126139 -0.64 0.54 -0.52 -0.906
H -2.336079 1.361829 0.727729 -0.88 -0.97 0.41 -1.024
H -1.261479 0.852859 -1.559251 0.70 -0.15 -0.30 0.546
H -0.324479 1.806999 -0.391341 -0.64 0.38 0.26 0.113
H -0.011159 -1.107491 -0.796731 0.05 -0.07 -0.35 -0.321
H 1.239831 0.088639 -0.542761 -0.02 0.19 0.19 -0.019
O 0.078341 -1.521421 -3.788361 0.21 -1.39 0.56 -0.647
C 0.205311 -2.709041 -3.553651 0.06 1.23 -1.10 0.336
C 0.136981 -3.860841 -4.541701 0.12 0.72 1.27 -0.640
C 0.750471 -5.000001 -3.700541 0.34 0.48 -2.11 -0.705
C 0.380581 -4.600751 -2.295861 0.72 -2.00 -0.38 0.040
O 0.367611 -3.201121 -2.328221 -0.30 0.92 1.43 -0.037
H -0.950869 -3.870701 -4.609381 -0.15 -0.69 -0.91 0.279
H 0.686471 -3.578011 -5.439571 -0.53 -0.26 -0.11 0.340
H 0.497061 -5.987291 -4.086731 -0.30 -0.03 0.54 0.399
H 1.814921 -4.879211 -3.901691 0.26 -0.21 0.47 0.288
H -0.553049 -5.100461 -2.037551 -0.47 0.76 0.21 -0.156
H 1.125211 -4.978491 -1.595191 0.01 0.46 0.20 0.311
C 2.974601 1.402899 2.085569 0.00 1.22 0.99 -0.791
N 2.619381 2.697209 1.498989 -0.98 -0.89 0.37 0.271
C 3.241271 3.219429 0.458259 1.27 1.39 -0.39 0.710
C 2.616111 4.502659 -0.104021 -0.10 -0.96 0.82 -0.694
O 4.315071 2.796739 0.032019 -0.15 -0.54 -0.56 -0.687
H 3.852551 1.593009 2.702939 0.46 -0.67 -0.27 0.579
H 3.105911 0.604179 1.355569 0.14 0.34 0.02 -0.361
H 2.217981 1.112769 2.814569 -0.25 0.02 -0.35 0.411
H 1.924681 3.294959 1.923469 -0.49 -0.53 0.02 0.200
H 2.629991 4.375869 -1.186541 -0.13 0.51 0.09 0.211
H 3.159481 5.362969 0.286759 0.32 -0.01 -0.46 0.315
H 1.613491 4.581139 0.316319 -0.21 0.09 -0.48 -0.009
C -2.067339 2.662439 3.391039 0.35 0.05 -1.32 -0.179
N -1.776679 4.123029 3.363339 -1.67 -0.61 1.26 -0.076
C -0.800129 4.695489 2.682599 1.88 -2.61 -0.13 0.615
C -0.758519 6.148509 2.608279 -0.26 1.61 -0.63 -1.380
O 0.080931 3.977969 2.176669 -0.30 0.66 -0.29 -0.594
H -2.718859 2.284269 4.178819 0.28 0.69 0.23 0.375
H -1.176799 2.042079 3.290059 0.33 0.49 0.75 0.108
H -2.554189 2.384369 2.456289 -0.51 0.32 0.02 -0.256
H -2.359979 4.781819 3.859179 -0.36 -0.54 -0.05 0.236
H -0.525179 6.389829 1.571259 0.14 0.11 0.01 0.276
H 0.017211 6.594819 3.230489 -0.02 -0.20 0.06 0.317
H -1.722509 6.613259 2.815219 0.04 0.03 0.22 0.441
C 3.270451 -0.509651 -4.084261 -0.88 0.71 0.76 -0.841
N 2.282091 0.416509 -3.498271 -0.30 -0.96 -0.07 0.237
C 2.482781 1.705059 -3.258931 -2.03 2.94 -0.06 0.640
C 3.921071 2.218669 -3.278181 -0.98 0.17 0.68 -0.651
O 1.479711 2.486909 -3.050841 2.98 -2.16 -0.10 -0.741
H 3.864671 -0.912201 -3.263921 0.61 0.04 -0.39 0.178
H 3.796341 0.080109 -4.835071 0.51 -0.48 0.19 0.349
H 2.785621 -1.351101 -4.579231 -0.25 0.24 0.02 0.201
H 1.331281 0.144509 -3.293161 -0.05 -0.47 -0.48 0.176
H 3.843681 3.204699 -2.820071 0.37 0.03 -0.31 0.200
H 4.358751 2.246919 -4.276061 -0.07 0.05 0.04 0.505
H 4.518811 1.602809 -2.606241 0.13 -0.05 -0.14 -0.160
C -3.144439 -5.951831 -0.252391 0.51 -0.16 -0.41 -0.700
N -3.370139 -5.274081 0.989449 -0.45 -2.20 0.94 -0.199
C -3.320459 -3.970741 1.156279 -0.13 1.00 0.33 0.653
C -3.545479 -3.463601 2.536649 -0.36 0.05 0.36 -1.002
O -3.125409 -3.210481 0.239939 0.21 1.08 -1.49 -0.517
H -3.817309 -5.653311 -1.056271 -0.05 0.34 0.23 0.247
H -3.288809 -7.024381 -0.122441 0.17 0.09 0.14 0.353
H -2.120169 -5.733371 -0.554451 0.04 -0.28 -0.40 0.123
H -3.261299 -5.798321 1.845849 -0.30 -0.22 -0.26 0.236
H -4.355009 -3.985151 3.047269 -0.07 -0.08 -0.07 0.455
H -3.827729 -2.420131 2.396649 0.44 0.03 0.55 -0.008
H -2.645699 -3.627571 3.129609 0.06 0.51 0.08 0.420